DFT (ωB97M-V/def2-TZVPD) results for the ion C5H7OS with charge -1.

Geometry as XYZ:
```
14
Properties=species:S:1:pos:R:3:lowdin_charge:R:1
C 0.717 1.259 -0.084 -0.129
C -0.750 0.946 -0.248 -0.171
C -1.332 -0.272 -0.090 -0.307
C -0.614 -1.649 0.299 -0.049
C -2.782 -0.424 -0.272 -0.944
O -3.265 -1.424 -0.797 -0.117
S -3.782 0.914 0.452 0.263
H 0.754 2.231 0.452 0.063
H 1.244 1.498 -1.047 0.072
H 1.327 0.609 0.529 0.050
H -1.345 1.864 -0.326 0.063
H 0.207 -1.831 -0.416 0.060
H -1.540 -2.415 0.263 0.109
H -0.240 -1.620 1.297 0.036
```

Values from the calculation:
- SMILES: C/C=C(\C)C([O-])=S
- Energy above the lowest of the compared OMol25 structures with the same formula, charge and spin: 0.0000 eV
- F_max: 0.0664 Eh/bohr
- Electronic energy: -668.16074 Ha
- Frontier orbital gap: 6.6 eV
- Total charge: -1

***

DFT (ωB97M-V/def2-TZVPD) results for a structure of composition C32H22CdN10O3S.

Geometry as XYZ:
```
69
Properties=species:S:1:pos:R:3:lowdin_charge:R:1
Cd -9.447 4.112 13.286 1.401
O -5.782 6.519 16.596 0.023
C -6.867 7.133 17.110 -0.279
C -6.758 8.019 18.173 -0.028
C -7.906 8.644 18.629 -0.113
C -9.091 8.621 17.915 -0.108
C -9.222 7.689 16.871 -0.025
C -8.121 6.896 16.463 -0.063
C -8.342 5.912 15.351 -0.521
O -9.429 5.281 15.266 -0.125
N -7.291 5.850 14.556 0.005
N -7.374 4.859 13.648 -0.101
C -6.371 4.396 12.996 -0.111
C -6.379 3.262 12.121 -0.155
C -5.083 2.758 11.920 -0.058
C -4.906 1.631 11.100 -0.101
C -6.049 1.129 10.440 -0.110
C -7.316 1.627 10.578 -0.088
C -7.554 2.698 11.447 -0.433
O -8.726 3.181 11.574 -0.228
H -6.044 6.105 15.726 0.063
H -5.759 8.092 18.673 0.131
H -7.807 9.323 19.496 0.108
H -9.823 9.420 18.079 0.100
H -10.131 7.771 16.314 0.090
H -5.409 4.853 13.086 0.111
H -4.228 3.223 12.493 0.125
H -3.907 1.191 10.939 0.097
H -6.114 0.161 9.881 0.114
H -8.160 1.305 9.980 0.112
N -9.685 0.246 12.479 0.153
C -10.733 -0.551 12.008 -0.096
C -11.479 -0.881 13.039 -0.171
N -10.931 -0.416 14.212 0.102
C -9.825 0.210 13.844 -0.298
C -8.943 0.939 14.757 -0.314
N -8.708 2.224 14.771 0.069
C -7.722 2.388 15.764 -0.104
C -7.422 1.170 16.358 -0.059
N -8.206 0.265 15.663 0.106
H -8.926 0.565 11.955 0.083
H -10.925 -0.532 10.920 0.127
H -12.389 -1.436 13.137 0.098
H -7.207 3.340 15.864 0.095
H -6.694 0.891 17.166 0.131
H -8.289 -0.729 15.790 0.160
S -16.063 8.282 14.169 1.002
N -15.789 6.700 14.333 -0.227
C -14.478 6.522 14.249 -0.313
C -13.779 5.257 14.373 -0.107
C -14.405 4.188 14.995 0.011
C -13.647 3.037 15.111 -0.019
C -12.322 3.013 14.593 -0.079
N -11.765 4.078 14.005 0.046
C -12.453 5.235 13.936 -0.127
C -11.764 6.482 13.450 -0.145
N -10.527 6.395 12.921 0.059
C -9.738 7.462 12.843 -0.102
C -10.216 8.750 13.129 -0.021
C -11.536 8.887 13.503 0.013
C -12.304 7.728 13.768 -0.085
C -13.751 7.719 14.032 -0.301
N -14.512 8.799 13.888 -0.196
H -15.453 4.291 15.346 0.136
H -14.036 2.198 15.659 0.105
H -11.721 2.095 14.688 0.096
H -8.739 7.165 12.545 0.107
H -9.659 9.629 12.897 0.104
H -12.012 9.838 13.791 0.129
```

Values from the calculation:
- Energy above the lowest of the compared OMol25 structures with the same formula, charge and spin: 0.4417 eV
- F_max: 0.0838 Eh/bohr
- Electronic energy: -2571.90403 Ha
- Frontier orbital gap: 6.4 eV
- Total charge: 0

***

DFT (ωB97M-V/def2-TZVPD) results for an isolated molecule of C13H18O.

Geometry as XYZ:
```
32
Properties=species:S:1:pos:R:3:lowdin_charge:R:1
C 0.916 1.980 -0.002 -0.066
C -0.064 1.099 0.746 -0.430
C -0.795 1.848 1.895 -0.012
C 0.337 -0.314 0.959 -0.201
C 1.629 -0.573 0.822 -0.111
C 2.337 -1.763 0.372 -0.138
C 2.298 -1.598 -1.203 -0.070
C 1.213 -1.173 -1.750 0.025
C -0.107 -0.968 -1.799 -0.319
O -0.861 -1.959 -2.361 0.082
C -0.821 0.308 -1.653 -0.105
C -1.352 0.760 -0.284 -0.220
C -2.045 -0.418 0.447 -0.133
C -0.883 -1.210 1.056 -0.100
H 1.599 1.640 -0.856 0.116
H 1.587 2.302 0.817 0.086
H 0.329 2.867 -0.324 0.098
H -0.035 2.269 2.599 0.105
H -1.529 1.293 2.401 0.055
H -1.371 2.521 1.278 0.075
H 2.265 0.302 0.811 0.104
H 3.401 -1.708 0.665 0.111
H 1.815 -2.701 0.644 0.120
H 3.185 -1.550 -1.840 0.098
H -1.715 -1.660 -2.285 0.038
H -1.788 0.331 -2.247 0.149
H -0.235 1.110 -2.039 0.104
H -2.073 1.520 -0.452 0.120
H -2.603 -1.031 -0.313 0.123
H -2.679 -0.025 1.213 0.092
H -1.145 -1.437 2.131 0.141
H -0.808 -2.059 0.550 0.060
```

Values from the calculation:
- SMILES: CC1(C)/C2=C/CC=C=C(O)C[C@H]1CC2
- Energy above the lowest of the compared OMol25 structures with the same formula, charge and spin: 0.0000 eV
- F_max: 0.0852 Eh/bohr
- Electronic energy: -581.23570 Ha
- Frontier orbital gap: 8.9 eV
- Total charge: 0

***

DFT (ωB97M-V/def2-TZVPD) results for a cluster of 4 separate species, C43H88BrClFN2O15P3S in total.

Geometry as XYZ:
```
155
Properties=species:S:1:pos:R:3:lowdin_charge:R:1
C 4.033 0.599 1.399 -0.098
C 3.657 -0.393 0.280 -0.258
C 2.710 0.258 -0.723 -0.251
C 2.362 -0.657 -1.921 -0.187
C 1.195 -1.650 -1.567 -0.168
C 0.076 -1.459 -2.627 -0.191
C -1.265 -0.891 -2.114 -0.175
C -1.135 0.175 -0.981 -0.186
C -2.142 1.299 -1.296 -0.127
C -2.607 2.312 -0.213 -0.203
C -3.934 2.885 -0.842 -0.156
C -3.965 3.218 -2.325 -0.268
C -5.351 3.845 -2.625 -0.503
S -5.265 5.638 -2.228 0.703
C -1.599 3.554 -0.146 -0.305
C -0.090 3.246 -0.199 0.000
C 0.810 4.053 0.701 -0.447
O 1.808 3.586 1.121 0.172
F 0.515 5.332 0.976 0.107
N -1.980 4.788 -0.783 0.014
C -1.081 5.531 -1.625 -0.248
C -0.797 4.891 -3.012 -0.076
N -1.766 3.872 1.328 0.148
C -2.762 3.240 2.001 -0.444
O -3.302 3.634 3.008 0.109
C -2.970 1.897 1.238 -0.217
C -2.185 0.849 2.089 -0.089
C -0.724 1.040 2.410 -0.711
O -0.203 1.961 2.924 0.085
Cl 0.310 -0.398 2.033 0.715
C -4.437 1.556 1.621 -0.208
C -4.977 0.144 1.276 -0.670
C -4.538 -0.520 -0.012 -0.143
Br -6.949 0.335 1.148 0.684
H 4.086 0.086 2.357 0.066
H 5.002 1.044 1.178 0.070
H 3.303 1.403 1.469 0.049
H 3.140 -1.245 0.726 0.095
H 4.533 -0.721 -0.280 0.103
H 1.765 0.467 -0.218 0.047
H 3.077 1.218 -1.095 0.114
H 3.259 -1.205 -2.214 0.098
H 2.093 0.010 -2.738 0.093
H 0.865 -1.533 -0.538 0.070
H 1.610 -2.653 -1.665 0.089
H 0.396 -0.884 -3.494 0.098
H -0.142 -2.451 -3.033 0.095
H -1.859 -1.723 -1.732 0.102
H -1.784 -0.469 -2.977 0.105
H -1.319 -0.380 -0.073 0.054
H -0.124 0.556 -1.085 0.082
H -1.651 1.887 -2.076 0.117
H -2.991 0.806 -1.755 0.084
H -4.740 2.165 -0.722 0.096
H -4.223 3.747 -0.234 0.116
H -3.245 3.955 -2.658 0.064
H -3.925 2.343 -2.973 0.113
H -5.597 3.774 -3.679 0.061
H -6.119 3.401 -1.998 0.074
H -6.158 5.798 -1.242 -0.156
H 0.344 3.307 -1.200 0.134
H 0.083 2.222 0.112 0.101
H -2.681 5.317 -0.299 0.116
H -0.112 5.812 -1.203 0.094
H -1.568 6.478 -1.855 0.117
H -1.473 5.291 -3.766 0.069
H -0.894 3.810 -2.939 0.050
H 0.207 5.173 -3.327 0.074
H -1.701 4.848 1.588 0.153
H -2.325 -0.169 1.736 0.087
H -2.661 0.849 3.073 0.146
H -5.146 2.271 1.221 0.075
H -4.572 1.648 2.696 0.118
H -4.840 -0.541 2.107 0.079
H -3.491 -0.819 0.035 0.065
H -4.778 0.043 -0.908 0.069
H -5.094 -1.454 -0.101 0.074
C -0.096 -7.544 -7.334 -0.083
C 0.268 -7.661 -5.865 -0.284
O 1.550 -7.103 -5.567 -0.210
P 1.752 -5.477 -5.687 0.617
O 1.121 -5.018 -4.405 -0.230
O 3.295 -5.271 -5.130 -0.254
C 3.535 -4.509 -3.943 -0.282
C 3.457 -5.376 -2.705 -0.073
O 2.303 -5.494 -7.206 -0.223
C 3.664 -5.748 -7.607 -0.251
C 4.218 -7.092 -7.198 -0.074
H -0.224 -6.499 -7.630 0.069
H -1.031 -8.068 -7.539 0.079
H 0.690 -7.962 -7.962 0.077
H -0.492 -7.180 -5.243 0.109
H 0.315 -8.711 -5.579 0.118
H 2.858 -3.661 -3.877 0.093
H 4.542 -4.092 -4.024 0.118
H 2.578 -6.019 -2.700 0.071
H 3.443 -4.758 -1.806 0.073
H 4.324 -6.038 -2.650 0.075
H 4.303 -4.935 -7.269 0.114
H 3.649 -5.694 -8.697 0.120
H 4.252 -7.222 -6.120 0.069
H 5.237 -7.189 -7.576 0.084
H 3.612 -7.904 -7.602 0.078
C -2.726 -6.579 -1.262 -0.080
C -3.601 -5.597 -0.503 -0.281
O -3.351 -5.601 0.906 -0.212
P -1.907 -5.035 1.449 0.588
O -2.107 -3.561 1.312 -0.234
O -2.089 -5.116 3.076 -0.245
C -2.097 -3.956 3.906 -0.272
C -3.496 -3.391 4.064 -0.070
O -1.162 -6.463 1.412 -0.216
C -1.200 -7.458 2.453 -0.248
C -2.576 -7.979 2.798 -0.073
H -1.673 -6.291 -1.216 0.069
H -3.018 -6.616 -2.312 0.078
H -2.806 -7.578 -0.834 0.077
H -3.466 -4.584 -0.894 0.106
H -4.650 -5.864 -0.629 0.118
H -1.405 -3.205 3.528 0.096
H -1.717 -4.267 4.881 0.119
H -4.011 -3.309 3.106 0.068
H -3.463 -2.406 4.532 0.075
H -4.102 -4.047 4.693 0.076
H -0.683 -7.085 3.335 0.115
H -0.600 -8.285 2.072 0.121
H -3.236 -7.204 3.176 0.068
H -2.484 -8.744 3.571 0.084
H -3.059 -8.416 1.923 0.078
C 6.503 7.565 7.097 -0.083
C 5.429 6.511 7.305 -0.278
O 4.349 6.623 6.374 -0.204
P 4.635 6.294 4.802 0.515
O 4.874 4.838 4.725 -0.211
O 3.159 6.432 4.144 -0.226
C 2.467 5.320 3.557 -0.268
C 1.630 4.586 4.585 -0.051
O 5.100 7.756 4.331 -0.207
C 4.208 8.826 3.978 -0.254
C 3.254 9.259 5.067 -0.076
H 7.010 7.432 6.140 0.069
H 7.252 7.506 7.887 0.078
H 6.067 8.564 7.094 0.074
H 5.861 5.508 7.240 0.112
H 4.993 6.621 8.297 0.116
H 3.164 4.652 3.059 0.099
H 1.823 5.727 2.787 0.092
H 2.190 4.390 5.500 0.076
H 1.271 3.640 4.182 0.058
H 0.764 5.189 4.868 0.079
H 3.676 8.571 3.063 0.114
H 4.859 9.666 3.731 0.119
H 2.578 8.464 5.372 0.069
H 2.647 10.089 4.703 0.082
H 3.797 9.580 5.957 0.075
```

Values from the calculation:
- SMILES: CCCCCCCCC[C@]1(CCCS)[C@@](CC(=O)F)(NCC)NC(=O)[C@@]1(CC(=O)Cl)C[C@H](C)Br.CCOP(=O)(OCC)OCC.CCOP(=O)(OCC)OCC.CCOP(=O)(OCC)OCC
- F_max: 0.1541 Eh/bohr
- Electronic energy: -7485.74415 Ha
- Frontier orbital gap: 8.2 eV
- Total charge: 0

***

DFT (ωB97M-V/def2-TZVPD) results for an isolated molecule of C3H3N3O.

Geometry as XYZ:
```
10
Properties=species:S:1:pos:R:3:lowdin_charge:R:1
N 2.945 -0.725 -0.110 0.167
C 2.233 0.201 -0.029 -0.227
C 1.169 1.052 0.090 -0.137
N -0.169 0.798 0.005 0.034
N -0.584 -0.442 0.302 -0.037
C -2.049 -0.605 -0.043 -0.208
O -2.633 0.469 -0.140 0.038
H 1.339 2.084 0.057 0.083
H 0.020 -1.151 -0.248 0.155
H -2.270 -1.681 0.116 0.131
```

Values from the calculation:
- SMILES: N#C/C=N\NC=O
- Energy above the lowest of the compared OMol25 structures with the same formula, charge and spin: 3.2910 eV
- F_max: 0.1138 Eh/bohr
- Electronic energy: -355.51895 Ha
- Frontier orbital gap: 9.0 eV
- Total charge: 0

***

For the records above, the corresponding HOMO values read -2.886; -7.171; -8.108; -8.762; -9.903 eV.
For the records above, the corresponding LUMO values read 3.7; -0.8; 0.7; -0.6; -0.9 eV.